ORCA calculation (wB97M-V/def2-TZVPD) on one molecule with the formula C2HNO3S in a non-equilibrium geometry.

Atoms and positions in Å:
C1 0.30840 1.38309 -0.88286
C2 -0.05750 0.61697 0.22030
N1 -0.92097 0.66905 -0.89206
O1 1.04300 2.06857 -1.51876
O2 0.62592 -2.43498 2.32732
O3 0.29506 -0.30026 1.02125
S1 -0.23594 -1.88525 1.31611
H1 -1.05796 -0.11717 -1.59130

HOMO level (alpha / beta) in Eh: -0.2766 / -0.3817
Total charge: 0
ΔE to the lowest compared entry with this formula, charge and spin in kcal/mol: 38.99
E_LUMO (alpha / beta) in eV: 0.12 / -2.03
HOMO-LUMO gap (alpha / beta) in eV: 7.6 / 8.4
Multiplicity: 3
DFT total energy in eV: -20552.515